Record 1
33
Properties=species:S:1:pos:R:3 method="wB97M-V/def2-TZVPD" gap_ha=0.3476 energy_ha=-814.57566 relative_energy_kj_mol=86.7 homo_energy_ha=-0.335
H -6.739 -0.268 -0.874
N -6.118 -0.519 -0.120
C -5.120 0.284 -0.056
N -4.800 1.327 -0.926
N -4.134 0.138 0.904
C -2.760 0.371 0.605
C -2.131 -0.587 -0.413
C -0.688 -0.300 -0.704
C 0.299 -0.738 0.401
N 0.439 0.057 1.611
C 1.710 -0.922 -0.195
O 1.886 -1.414 -1.284
N 2.804 -0.484 0.556
C 4.146 -0.694 0.113
C 4.946 0.637 -0.105
O 6.138 0.733 -0.156
O 4.148 1.703 -0.334
H -5.599 1.614 -1.489
H -4.426 2.177 -0.425
H -4.282 -0.680 1.470
H -2.673 1.416 0.237
H -2.222 0.293 1.583
H -2.715 -0.497 -1.324
H -2.242 -1.641 -0.051
H -0.418 -0.939 -1.549
H -0.536 0.768 -0.970
H -0.038 -1.775 0.631
H -0.275 -0.205 2.316
H 0.397 1.073 1.412
H 2.609 -0.281 1.518
H 4.704 -1.211 0.873
H 4.100 -1.290 -0.797
H 3.230 1.345 -0.421

Record 2
6
Properties=species:S:1:pos:R:3 method="wB97M-V/def2-TZVPD" gap_ha="0.2170 / 0.2655" energy_ha=-1312.39354 relative_energy_kj_mol=117.1 homo_energy_ha="-0.322 / -0.345"
N 1.064 -0.519 -0.312
S 2.070 0.579 -0.022
S -0.590 -0.464 0.178
Cl -3.053 0.404 0.107
H 1.552 1.437 0.899
H -1.044 -1.437 -0.849

Record 3
12
Properties=species:S:1:pos:R:3 method="wB97M-V/def2-TZVPD" gap_ha="0.1997 / 0.2630" energy_ha=-3090.50716 relative_energy_kj_mol=68.8 homo_energy_ha="-0.174 / -0.378" spin_multiplicity=3
C 0.972 -0.182 -1.111
C 0.750 -0.074 0.323
C -0.723 0.326 0.590
S -1.785 -1.123 0.217
Br -1.108 0.926 2.413
H 0.498 0.623 -1.576
H 0.801 -1.146 -1.557
H 2.017 0.036 -1.277
H 1.054 -0.887 0.960
H 1.487 0.774 0.614
H -0.914 1.206 -0.120
H -3.051 -0.481 0.523

Record 4
97
Properties=species:S:1:pos:R:3 method="wB97M-V/def2-TZVPD" gap_ha=0.3110 energy_ha=-2758.85790 homo_energy_ha=-0.328
C -1.192 -4.237 -3.496
N -1.427 -3.136 -2.513
O -2.282 -2.312 -2.755
O -0.742 -3.134 -1.512
H -0.141 -4.124 -3.778
H -1.820 -4.103 -4.362
H -1.199 -5.166 -2.936
C 2.109 -1.530 4.466
N 2.039 -0.133 3.960
O 2.407 0.766 4.705
O 1.529 0.023 2.885
H 2.901 -2.036 3.922
H 1.139 -1.976 4.278
H 2.369 -1.521 5.516
C -0.893 1.199 -1.099
C -0.525 0.106 -0.124
O 0.885 0.295 0.101
S 1.426 1.683 -0.503
O 2.026 1.508 -1.767
O 2.101 2.417 0.489
O -0.052 2.276 -0.669
H -1.921 1.526 -0.999
H -0.687 0.908 -2.133
H -0.731 -0.862 -0.577
H -1.040 0.230 0.828
C -4.306 -1.599 -0.355
O -4.568 -0.405 -0.332
N -3.660 -2.275 0.623
C -3.292 -3.676 0.469
C -3.114 -1.579 1.770
H -4.560 -2.218 -1.226
H -3.664 -4.131 -0.447
H -3.746 -4.236 1.296
H -2.210 -3.786 0.552
H -3.608 -1.927 2.686
H -2.047 -1.760 1.888
H -3.411 -0.538 1.681
C -4.369 5.462 2.296
O -3.713 6.476 2.287
N -4.614 4.715 1.195
C -5.115 3.369 1.239
C -4.102 5.134 -0.075
H -4.901 5.070 3.178
H -5.990 3.282 0.587
H -5.442 3.091 2.240
H -4.393 2.642 0.870
H -4.881 5.157 -0.838
H -3.672 6.131 0.003
H -3.265 4.512 -0.400
C 6.487 -0.823 0.236
O 7.358 -0.806 -0.598
N 5.170 -0.545 0.025
C 4.291 -0.486 1.172
C 4.704 -0.013 -1.245
H 6.712 -1.031 1.298
H 4.737 -0.913 2.063
H 3.305 -0.924 0.978
H 4.029 0.569 1.355
H 3.782 -0.493 -1.561
H 4.515 1.059 -1.131
H 5.533 -0.106 -1.942
C -0.772 1.926 4.310
O -1.824 1.325 4.357
N -0.591 3.105 3.683
C 0.692 3.814 3.750
C -1.633 3.816 3.016
H 0.157 1.608 4.803
H 0.521 4.820 4.137
H 1.045 3.935 2.723
H 1.403 3.246 4.335
H -1.350 4.127 2.002
H -2.548 3.234 2.952
H -1.844 4.747 3.552
C -1.200 -0.647 -6.094
O -1.323 -1.694 -6.706
N -0.231 0.263 -6.295
C -0.155 1.495 -5.557
C 0.784 0.052 -7.284
H -1.898 -0.349 -5.291
H -0.863 1.557 -4.730
H -0.386 2.361 -6.188
H 0.856 1.597 -5.160
H 0.597 0.682 -8.161
H 1.762 0.288 -6.867
H 0.771 -0.974 -7.638
C 1.678 -3.374 0.901
O 1.034 -3.516 1.921
N 2.941 -3.842 0.720
C 3.612 -3.702 -0.545
C 3.776 -4.207 1.833
H 1.291 -2.866 0.005
H 4.390 -2.934 -0.491
H 2.923 -3.462 -1.350
H 4.106 -4.652 -0.764
H 3.283 -3.981 2.772
H 4.050 -5.261 1.784
H 4.691 -3.603 1.798

Record 5
10
Properties=species:S:1:pos:R:3 method="wB97M-V/def2-TZVPD" gap_ha=0.3836 energy_ha=-424.87047 relative_energy_kj_mol=0.0 homo_energy_ha=-0.344 smiles=NNOC(F)F
N -1.683 -0.433 0.183
N -0.919 0.674 -0.181
O 0.272 0.824 0.555
C 1.498 -0.057 -0.320
F 2.617 0.587 -0.105
F 1.541 -1.259 0.210
H -1.252 -1.270 -0.200
H -1.790 -0.552 1.191
H -1.442 1.526 0.024
H 1.157 -0.039 -1.357

Record 6
86
Properties=species:S:1:pos:R:3 method="wB97M-V/def2-TZVPD" gap_ha="0.1921 / 0.2005" energy_ha=-3075.95988 homo_energy_ha="-0.417 / -0.416" total_charge=+2 spin_multiplicity=2
Re -0.195 0.613 -2.410
N 2.496 3.613 -4.202
C 2.003 2.498 -3.659
S 1.197 2.606 -2.081
N 2.092 1.351 -4.238
N 1.508 0.311 -3.604
C 2.291 -0.725 -3.341
C 3.751 -0.690 -3.427
C 4.464 -0.237 -4.535
C 5.846 -0.167 -4.488
C 6.530 -0.521 -3.336
C 5.828 -0.978 -2.229
C 4.451 -1.076 -2.275
C 1.657 -1.866 -2.723
C 2.198 -3.151 -2.806
C 1.487 -4.206 -2.278
C 0.272 -3.950 -1.650
C -0.163 -2.642 -1.554
N 0.503 -1.619 -2.076
H 2.600 4.438 -3.637
H 3.034 3.537 -5.050
H 3.928 0.032 -5.430
H 6.395 0.163 -5.357
H 7.606 -0.443 -3.300
H 6.358 -1.249 -1.328
H 3.909 -1.402 -1.398
H 3.145 -3.287 -3.304
H 1.849 -5.216 -2.367
H -0.333 -4.751 -1.257
H -1.082 -2.415 -1.035
F 1.451 2.164 3.732
C 0.338 1.456 3.447
C -0.014 1.335 2.132
C -1.109 0.544 1.772
C -1.457 0.416 0.372
O -0.845 1.126 -0.467
C -2.477 -0.528 0.063
C -3.116 -1.178 1.079
N -2.817 -1.023 2.384
C -3.546 -1.793 3.356
C -2.837 -2.876 4.121
C -3.854 -3.232 3.080
C -1.809 -0.164 2.766
C -1.472 0.044 4.109
C -0.404 0.856 4.486
N -0.141 1.108 5.827
C -0.378 0.127 6.858
C -1.229 0.777 7.967
N -0.970 2.245 7.939
C 0.476 2.502 7.721
C 0.800 2.128 6.265
C -2.840 -0.900 -1.387
O -3.809 -1.611 -1.551
O -2.063 -0.481 -2.308
H 0.558 1.827 1.360
H -3.922 -1.858 0.832
H -4.298 -1.206 3.870
H -3.079 -3.020 5.164
H -1.798 -3.058 3.884
H -4.816 -3.607 3.390
H -3.505 -3.673 2.159
H -2.067 -0.443 4.862
H 0.580 -0.217 7.266
H -0.888 -0.743 6.456
H -0.943 0.389 8.946
H -2.296 0.598 7.817
H -1.304 2.685 8.802
H -1.481 2.656 7.145
H 1.032 1.895 8.437
H 0.710 3.550 7.912
H 1.842 1.789 6.208
H 0.699 3.009 5.631
Cl -2.771 0.359 -9.258
C -2.285 0.724 -7.655
C -2.925 0.115 -6.576
C -2.568 0.458 -5.294
C -1.588 1.438 -5.052
C -1.375 1.974 -3.714
C -0.908 1.981 -6.155
C -1.246 1.629 -7.440
H -3.700 -0.612 -6.758
H -3.052 -0.013 -4.454
H -2.312 2.013 -3.151
H -0.920 2.963 -3.752
H -0.136 2.714 -5.984
H -0.741 2.067 -8.286

Record 7
9
Properties=species:S:1:pos:R:3 method="wB97M-V/def2-TZVPD" gap_ha=0.3696 energy_ha=-1496.59910 relative_energy_kj_mol=111.3 homo_energy_ha=-0.359
O 1.125 0.916 0.348
O -1.041 2.100 -0.289
O 1.465 -1.328 -0.797
O -1.171 -0.195 0.724
S 1.928 -0.535 0.348
S -1.927 -1.316 -0.127
S -0.410 0.822 -0.417
H 3.203 0.221 0.138
H -3.172 -0.686 0.072

Record 8
90
Properties=species:S:1:pos:R:3 method="wB97M-V/def2-TZVPD" gap_ha=0.1907 energy_ha=-5707.50093 relative_energy_kj_mol=216.7 homo_energy_ha=-0.447 total_charge=+2
Sn -1.894 -0.867 -0.420
O -7.333 0.754 1.562
C -6.280 1.572 1.606
O -5.913 2.077 2.629
C -5.550 1.817 0.328
C -5.088 3.046 -0.068
N -4.273 2.831 -1.116
N -4.149 1.538 -1.449
C -4.931 0.951 -0.583
C -5.997 -1.121 -0.860
O -7.107 -0.701 -1.006
O -4.362 -2.780 -0.964
H -7.478 0.433 0.662
H -5.284 4.027 0.346
H -3.792 3.517 -1.669
O -4.894 -0.438 -0.603
N -5.711 -2.494 -0.900
C -6.668 -3.394 -1.305
C -6.611 -4.721 -1.153
C -5.634 -5.406 -0.374
C -4.505 -4.920 0.203
C -3.879 -3.682 -0.062
S -2.351 -3.378 0.529
H -7.546 -2.908 -1.711
H -7.446 -5.287 -1.537
H -5.846 -6.453 -0.177
H -3.935 -5.580 0.845
C 2.447 -1.050 0.242
C 3.590 -0.052 0.282
As 5.244 -0.962 -0.310
C 6.266 0.661 -0.640
C 6.011 1.870 -0.005
C 6.799 2.986 -0.275
C 7.845 2.896 -1.179
C 8.110 1.686 -1.811
C 7.327 0.573 -1.539
C 4.609 -1.242 -2.135
C 4.187 -0.182 -2.942
C 3.768 -0.418 -4.245
C 3.764 -1.715 -4.753
C 4.176 -2.773 -3.955
C 4.599 -2.536 -2.649
P 0.776 -0.272 0.359
C 0.797 0.769 1.849
C 1.543 0.350 2.956
C 1.513 1.072 4.141
C 0.721 2.210 4.242
C -0.043 2.621 3.156
C -0.008 1.903 1.967
C 0.777 0.834 -1.097
C 0.567 0.208 -2.330
C 0.653 0.926 -3.514
C 0.942 2.284 -3.475
C 1.156 2.915 -2.256
C 1.076 2.196 -1.068
H 2.543 -1.816 1.014
H 2.428 -1.572 -0.718
H 3.756 0.347 1.278
H 3.417 0.782 -0.395
H 5.204 1.958 0.714
H 6.593 3.926 0.224
H 8.463 3.763 -1.382
H 8.931 1.609 -2.514
H 7.541 -0.367 -2.036
H 4.216 0.836 -2.564
H 3.462 0.412 -4.874
H 3.456 -1.897 -5.777
H 4.184 -3.783 -4.351
H 4.935 -3.362 -2.032
H 2.158 -0.543 2.897
H 2.122 0.755 4.981
H 0.706 2.783 5.162
H -0.666 3.505 3.232
H -0.608 2.238 1.132
H 0.366 -0.860 -2.375
H 0.510 0.423 -4.464
H 1.014 2.849 -4.397
H 1.407 3.968 -2.226
H 1.275 2.695 -0.130
C -2.192 -0.229 5.733
N -2.699 0.067 4.392
C -2.169 -0.394 3.275
N -1.091 -1.167 3.349
S -2.913 0.090 1.790
H -2.904 0.150 6.460
H -1.228 0.251 5.905
H -2.103 -1.306 5.884
H -3.479 0.698 4.293
H -0.700 -1.448 4.234
H -0.693 -1.551 2.515

Record 9
53
Properties=species:S:1:pos:R:3 method="wB97M-V/def2-TZVPD" gap_ha=0.2345 energy_ha=-2128.50615 homo_energy_ha=-0.542 total_charge=+2
Bi 0.808 0.121 0.638
Cl 0.860 2.282 -0.395
P -0.917 -0.574 -0.705
C -2.364 -1.207 0.221
C -2.793 -2.537 0.128
C -3.898 -2.969 0.863
C -4.582 -2.078 1.690
C -4.157 -0.751 1.784
C -3.050 -0.315 1.060
C -1.610 0.732 -1.775
C -0.771 1.279 -2.755
C -1.248 2.263 -3.616
C -2.562 2.720 -3.494
C -3.397 2.189 -2.511
C -2.924 1.195 -1.653
C -0.544 -1.933 -1.873
C 0.774 -2.402 -1.969
C 1.083 -3.468 -2.811
C 0.083 -4.067 -3.580
C -1.228 -3.598 -3.498
C -1.542 -2.539 -2.647
H 0.261 0.942 -2.821
H -0.591 2.686 -4.370
H -2.931 3.497 -4.158
H -4.416 2.551 -2.406
H -3.572 0.787 -0.882
H -2.265 -3.234 -0.515
H -4.222 -4.004 0.788
H -5.442 -2.417 2.262
H -4.685 -0.054 2.429
H -2.708 0.715 1.135
H 1.553 -1.920 -1.386
H 2.108 -3.825 -2.875
H 0.327 -4.892 -4.244
H -2.009 -4.055 -4.099
H -2.564 -2.178 -2.586
H 0.207 -0.741 1.771
H 1.344 -1.329 0.622
N 5.565 3.666 4.970
C 5.701 2.748 3.980
O 6.825 2.355 3.705
C 4.531 2.196 3.223
C 3.199 2.592 3.471
C 2.152 2.023 2.737
N 2.413 1.093 1.781
C 3.684 0.695 1.515
C 4.757 1.233 2.223
H 6.400 4.012 5.466
H 4.655 4.041 5.260
H 2.944 3.323 4.221
H 1.131 2.321 2.935
H 3.870 -0.054 0.755
H 5.757 0.888 1.991

Record 10
63
Properties=species:S:1:pos:R:3 method="wB97M-V/def2-TZVPD" gap_ha=0.3093 energy_ha=-1622.24982 relative_energy_kj_mol=663.4 homo_energy_ha=-0.313 smiles="NC(N)=O.NC(N)=O.NC(N)=O.NC(N)=O.NC(N)=O.NC(N)=O.CCO.CO"
N 14.968 -5.942 26.089
C 15.605 -5.052 26.773
N 15.240 -3.818 26.466
O 16.652 -5.343 27.623
H 15.134 -6.946 26.440
H 13.922 -5.781 25.844
H 15.607 -3.040 27.012
H 14.671 -3.586 25.628
N 18.296 -7.331 26.405
C 18.143 -8.200 25.430
N 17.628 -7.727 24.294
O 18.542 -9.498 25.606
H 18.692 -7.748 27.233
H 17.822 -6.370 26.509
H 17.697 -8.339 23.449
H 17.011 -6.865 24.050
N 14.797 -12.962 24.844
C 15.641 -12.416 25.700
N 16.716 -11.934 25.200
O 15.375 -12.343 27.000
H 13.955 -13.419 25.379
H 15.052 -13.338 23.912
H 17.408 -11.486 25.813
H 17.094 -11.894 24.255
N 20.440 -6.213 25.477
C 20.783 -6.121 24.211
N 19.913 -6.597 23.385
O 21.986 -5.517 23.774
H 21.187 -6.027 26.156
H 19.583 -6.705 25.794
H 20.042 -6.307 22.399
H 19.066 -7.113 23.689
N 13.591 -10.500 24.274
C 14.239 -9.392 24.208
N 15.443 -9.593 24.496
O 13.637 -8.217 23.766
H 12.599 -10.574 24.028
H 14.057 -11.403 24.461
H 16.163 -8.890 24.393
H 15.871 -10.490 24.707
N 14.770 -6.186 22.300
C 15.753 -5.398 22.533
N 16.166 -5.500 23.772
O 16.373 -4.537 21.573
H 14.241 -5.874 21.486
H 14.524 -6.937 22.835
H 16.917 -4.845 24.027
H 15.597 -5.873 24.588
C 17.659 -7.333 20.742
C 17.063 -8.588 21.210
O 18.008 -9.228 21.936
H 17.980 -6.757 21.608
H 17.048 -6.683 20.188
H 18.558 -7.430 20.195
H 16.759 -9.246 20.386
H 16.217 -8.318 21.845
H 18.727 -9.558 21.363
C 18.775 -3.438 25.535
O 18.471 -4.116 24.338
H 19.779 -3.042 25.583
H 18.764 -4.085 26.389
H 17.957 -2.807 25.712
H 19.108 -4.858 24.409

Record 11
17
Properties=species:S:1:pos:R:3 method="wB97M-V/def2-TZVPD" gap_ha=0.3997 energy_ha=-401.04365 relative_energy_kj_mol=349.5 homo_energy_ha=-0.366 smiles="CC(=O)ON.C=C=C"
C 1.843 0.834 1.029
C 1.360 0.273 -0.276
O 1.497 0.759 -1.368
O 0.911 -1.011 -0.097
N 0.603 -1.743 -1.274
H 0.980 1.148 1.614
H 2.484 1.693 0.851
H 2.377 0.068 1.584
H 1.043 -1.235 -2.048
H -0.408 -1.673 -1.397
C -1.562 1.115 -0.605
C -1.779 0.113 0.197
C -2.039 -0.877 0.989
H -1.328 2.100 -0.232
H -1.686 1.022 -1.673
H -1.273 -1.576 1.288
H -3.022 -1.008 1.418

Record 12
13
Properties=species:S:1:pos:R:3 method="wB97M-V/def2-TZVPD" gap_ha=0.3440 energy_ha=-228.49661 relative_energy_kj_mol=399.2 homo_energy_ha=-0.298 smiles=C[C@@H]1CNN1
C -1.552 -0.191 -0.190
C -0.245 0.137 0.435
C 0.826 0.839 -0.411
N 1.795 -0.207 0.065
N 0.645 -0.961 0.589
H -2.554 0.276 0.264
H -1.868 -1.273 -0.296
H -1.518 0.176 -1.213
H -0.375 0.600 1.625
H 0.511 0.792 -1.424
H 1.243 1.859 -0.147
H 2.133 -0.617 -0.737
H 0.958 -1.429 1.441